9 unconnected molecules or ions with the total composition C58H98Cl2N3O18, computed with wB97M-V/def2-TZVPD.

ORCA input file:
```
! wB97M-V def2-TZVPD RIJCOSX def2/J DEFGRID3
* xyz 1 1
Cl -1.704 4.154 -2.403
Cl 0.240 2.352 -1.359
O 3.514 -8.860 5.649
O 1.572 4.788 -8.437
O 3.910 1.905 2.783
O 1.931 -4.146 9.417
O 1.666 1.821 2.792
O 2.487 11.055 -7.812
O -1.186 -3.441 8.120
O 2.506 -6.290 9.038
O 7.170 -0.499 4.744
O 9.403 -0.568 4.996
O -4.877 -2.275 2.314
O 2.076 -9.051 3.935
O -5.517 3.386 -7.392
O -1.938 -1.336 7.852
O 3.066 8.968 -7.217
O 6.519 -0.727 -0.864
O 5.892 1.231 -1.751
O -3.530 -1.944 4.100
N -1.322 1.159 -6.483
N -3.142 2.238 -4.406
N 0.930 2.641 -8.241
C -5.653 0.564 1.425
C -6.296 4.533 3.527
C 6.661 1.287 6.186
C -2.895 -2.554 -3.202
C 4.928 2.234 1.818
C -4.328 -1.723 -1.149
C -1.901 3.017 -4.798
C 4.793 -9.423 5.994
C -6.686 2.961 1.507
C -3.521 1.140 -5.350
C -1.189 2.555 -6.109
C -0.887 3.151 -3.649
C 0.924 1.295 -3.734
C 6.126 0.445 5.044
C 6.114 0.064 -1.882
C 1.730 -6.526 6.834
C -1.391 -1.986 10.051
C -1.485 -2.384 8.595
C 2.839 2.299 0.725
C 8.158 1.305 5.901
C 8.364 -0.019 5.188
C -2.225 -2.450 4.517
C -6.034 -0.372 0.254
C -1.604 3.535 -7.262
C 1.795 -5.036 7.174
C -2.851 -3.560 2.533
C 2.357 9.270 -9.444
C 2.645 -7.137 7.881
C -2.082 -3.780 3.823
C -3.035 -2.894 -4.720
C 4.044 -10.461 4.001
C 4.304 1.974 0.464
C -0.560 4.637 -7.521
C -6.093 4.320 2.001
C -0.303 1.859 -3.025
C -5.018 -0.346 -0.932
C 2.615 9.906 -8.092
C 3.072 -9.406 4.483
C -5.202 2.792 -6.453
C -4.321 -2.307 -2.593
C -2.268 -0.733 10.098
C 3.210 7.704 -7.887
C -2.119 -0.183 8.693
C -3.889 -2.541 2.942
C 6.040 -0.736 -3.167
C 2.692 1.969 2.196
C 4.857 -10.751 5.257
C -2.223 0.354 -5.669
C -2.544 -0.951 -6.466
C -5.516 2.056 1.003
C -5.067 5.132 4.231
C 6.809 -2.050 -1.354
C -2.051 -2.264 -5.769
C 0.724 4.066 -8.109
C 6.029 -2.172 -2.652
C 2.056 -5.062 8.662
C 2.297 7.786 -9.097
C -4.265 1.598 -6.613
H -2.191 -1.751 -2.961
H 5.002 -2.477 -2.440
H -1.981 -0.022 10.870
H -3.591 1.756 -7.454
H 1.827 1.879 -3.553
H -1.242 0.460 8.591
H -4.177 4.574 3.922
H 1.728 2.442 -7.645
H -4.543 2.391 1.339
H -6.640 3.620 4.017
H 0.710 -6.887 6.978
H 5.874 -11.084 5.059
H -3.306 -1.020 10.275
H -2.223 -3.129 1.749
H 5.574 -8.732 5.673
H 2.356 -8.153 8.137
H -2.577 4.001 -7.067
H -4.217 0.375 -0.692
H 2.926 6.901 -7.211
H -4.045 -2.625 -5.039
H -6.348 0.458 2.256
H 2.028 -6.762 5.816
H 1.423 9.627 -9.868
H 5.219 -0.091 5.317
H -7.243 2.439 2.282
H 5.805 1.615 1.992
H -1.061 1.097 -2.829
H -1.732 2.963 -8.186
H -0.122 2.757 -5.957
H 6.926 -0.523 -3.767
H 1.122 0.304 -3.312
H -7.074 -0.233 -0.054
H -2.225 4.041 -4.987
H -1.044 -4.072 3.673
H -4.751 -2.456 -0.463
H 6.209 2.277 6.238
H 4.854 -9.548 7.074
H -5.026 4.412 1.774
H 1.231 2.429 -9.184
H 3.692 -7.134 7.569
H -4.897 0.758 -6.924
H 0.858 -4.533 6.951
H 4.659 -10.037 3.205
H -5.564 3.142 -5.462
H -4.172 0.438 -4.823
H 1.280 7.516 -8.811
H 4.359 -11.525 5.845
H 8.748 1.352 6.816
H -1.523 1.047 -7.465
H -0.349 -1.772 10.291
H 2.629 -4.538 6.675
H 2.173 1.688 0.123
H -1.456 -1.739 4.206
H -1.774 -2.773 10.695
H -2.570 -4.560 4.410
H 5.138 -0.495 -3.724
H 4.407 0.922 0.205
H -2.037 -0.905 -7.433
H -4.654 0.237 1.726
H -7.311 3.194 0.643
H -4.925 -1.735 -3.304
H 6.501 -2.786 -0.616
H -5.480 0.019 -1.864
H -2.945 1.794 -3.500
H -1.677 0.044 -4.780
H 7.887 -2.134 -1.507
H 4.259 7.577 -8.166
H -7.110 5.258 3.638
H -0.052 3.745 -4.018
H -5.159 5.049 5.317
H -3.618 -1.069 -6.622
H -2.999 0.369 8.369
H -2.883 -3.972 -4.775
H -5.510 2.149 -0.096
H 3.516 -11.341 3.644
H -2.531 -3.440 -2.673
H 5.928 1.041 4.153
H 0.796 1.147 -4.810
H 6.474 0.783 7.137
H 3.190 9.502 -10.108
H 8.437 2.116 5.226
H 2.624 3.360 0.579
H -0.346 5.219 -6.621
H -1.078 -2.077 -5.296
H -3.275 -1.600 -0.859
H -4.748 -3.309 -2.504
H -3.890 2.901 -4.195
H 6.456 -2.894 -3.345
H -2.197 -2.546 5.598
H 5.202 3.283 1.951
H -1.850 -3.025 -6.528
H -6.591 5.131 1.461
H 2.601 7.128 -9.909
H -0.975 5.311 -8.274
H -3.324 -4.473 2.183
H -4.933 6.193 4.011
H 4.750 2.556 -0.332
H -5.966 -1.374 0.670
*
```

=====

13 unconnected molecules or ions with the total composition C59H101N13O6, computed with wB97M-V/def2-TZVPD.

ORCA input file:
```
! wB97M-V def2-TZVPD RIJCOSX def2/J DEFGRID3
* xyz 0 1
O -3.101 -4.675 -4.214
O -3.130 2.319 -4.162
O 0.047 1.927 -0.977
O -1.550 -4.174 3.656
O 1.572 -1.112 5.288
O 6.130 3.058 -0.404
N 3.078 6.465 -3.493
N 3.567 0.612 -6.098
N 3.933 -4.101 0.587
N -0.414 -1.695 -0.345
N -3.333 -7.203 5.074
N -5.600 -0.163 -0.819
N 2.513 -3.175 6.810
N 3.978 1.437 0.301
N 2.616 3.880 1.946
N -6.100 2.420 -1.888
N -2.924 -3.232 -0.723
N 0.967 -2.554 -3.020
N -3.009 3.851 0.644
C -1.995 4.668 0.281
C 0.637 -1.818 6.085
C 2.939 -3.960 -2.786
C 3.582 -2.004 1.919
C 2.986 0.290 -4.903
C -4.268 4.333 0.529
C -5.081 -0.209 1.494
C 3.587 5.658 -2.494
C 1.997 6.486 -0.906
C 1.022 2.748 -1.570
C -2.789 -5.819 -4.970
C 2.714 -4.527 -4.061
C -1.308 0.138 0.986
C 2.087 -2.952 -2.335
C -3.781 2.601 -2.915
C 4.760 1.303 -6.066
C -0.842 -0.295 -0.403
C -5.278 2.417 -3.079
C 2.586 5.096 2.568
C -2.622 -4.593 -2.876
C -1.807 -7.132 3.181
C 2.328 -2.428 2.263
C 0.763 -3.178 -4.208
C -6.111 -1.400 -0.720
C 4.386 -2.899 1.164
C 0.215 -4.003 7.089
C -2.152 6.026 -0.105
C 1.393 7.297 -1.852
C 1.268 0.254 5.048
C 1.596 -4.129 -4.773
C 3.128 5.746 -1.143
C 0.349 0.560 -0.993
C 5.940 0.103 -0.119
C 1.512 3.075 2.103
C -2.556 -4.998 4.280
C 5.310 1.696 -4.842
C -5.057 0.429 0.288
C -3.112 -2.096 -2.855
C -1.680 2.239 -4.008
C -5.900 3.559 -3.986
C 2.634 -4.367 0.899
C 6.136 2.415 0.888
C -6.043 -2.157 0.446
C -4.575 5.583 0.059
C 3.528 0.564 -3.658
C 4.702 1.299 -3.630
C 1.141 -3.207 6.270
C -3.515 6.434 -0.352
C -2.178 -6.480 4.497
C 6.693 4.359 -0.447
C 1.491 5.510 3.378
C 2.062 7.282 -3.124
C -1.930 -2.898 3.083
C 5.286 1.123 0.825
C 1.821 -3.625 1.746
C -3.315 -3.418 -2.076
C -5.505 -1.549 1.621
C 0.419 4.607 3.565
C 0.363 3.402 2.825
H 5.713 3.013 1.695
H 4.254 1.883 -0.563
H -4.366 -3.640 -1.893
H -3.459 -2.535 -0.225
H 4.446 5.086 -2.812
H -5.619 4.525 -3.564
H 3.446 -5.251 -4.388
H -2.767 -5.597 -2.477
H -1.679 -8.214 3.144
H -0.463 0.068 1.672
H 1.046 0.768 5.983
H -0.409 -1.671 5.818
H -3.205 -5.723 -5.973
H 0.412 0.463 4.405
H 0.519 0.300 -2.038
H -2.628 -6.851 2.522
H 0.623 -1.372 7.079
H -0.329 4.971 4.254
H 1.323 -3.627 5.281
H 5.189 0.790 1.859
H 5.178 1.738 -2.766
H -0.794 -4.022 6.677
H 2.175 -2.462 -1.377
H -3.895 -7.064 4.247
H 3.706 2.350 0.638
H -2.288 -2.281 3.907
H 7.086 4.620 -1.430
H 3.428 5.766 2.474
H -0.969 -2.560 2.694
H 0.630 3.756 -1.709
H -1.543 -4.443 -2.865
H -4.623 1.410 0.165
H -3.350 -2.179 -3.915
H 5.944 5.136 -0.296
H -0.904 -6.664 2.789
H 2.932 0.250 -2.814
H 0.186 -3.494 8.052
H 5.209 1.597 -7.003
H 1.690 -1.816 2.883
H -2.118 -0.513 1.314
H -1.401 1.255 -3.629
H 2.023 -0.198 -4.922
H 1.622 2.157 1.545
H 0.048 -1.931 -1.212
H -5.538 3.453 -5.008
H 7.566 4.489 0.193
H -7.040 2.441 -2.255
H -2.047 -1.868 -2.895
H -5.071 3.636 0.719
H 0.648 8.048 -1.633
H 2.977 -4.071 6.781
H 3.950 -1.044 2.250
H -1.338 -6.551 5.189
H 2.168 -5.257 0.502
H -1.721 -6.006 -5.082
H 3.077 -2.573 6.227
H 1.296 0.408 -0.476
H 1.315 -4.498 -5.748
H -2.576 -3.082 2.225
H 3.808 -4.149 -2.174
H 0.786 -3.866 1.936
H 0.713 -4.961 7.239
H -3.774 -6.698 5.829
H 6.969 -0.041 0.212
H -3.396 -4.923 3.590
H 1.613 6.458 3.880
H 3.575 5.246 -0.296
H 1.876 2.946 -0.922
H -4.759 0.380 2.340
H -3.584 3.564 -2.444
H -0.989 4.285 0.366
H -1.649 -0.218 -1.132
H 5.384 -0.830 -0.207
H -1.293 3.043 -3.383
H -6.109 1.463 -1.565
H -6.333 -3.196 0.388
H -1.964 -2.919 -0.704
H -0.472 2.725 2.929
H -5.510 1.535 -3.676
H -5.616 5.870 0.073
H 7.145 2.098 1.153
H -6.987 3.478 -3.996
H -6.634 -1.805 -1.574
H -3.645 -1.240 -2.441
H -3.496 1.876 -2.153
H 6.141 0.471 -1.125
H 1.714 6.492 0.136
H -2.797 -4.570 5.253
H -1.606 1.175 1.140
H 0.399 -1.581 0.243
H 5.392 -2.585 0.928
H -5.456 -2.033 2.586
H -3.234 -6.708 -4.523
H -0.137 -2.865 -4.717
H -1.313 6.671 -0.324
H 1.278 2.332 -2.545
H -1.258 2.402 -5.000
H 1.753 7.970 -3.898
H 6.297 2.133 -4.866
H 2.107 0.794 4.611
H -3.823 7.417 -0.678
*
```

=====

Number 1: LUMO level -2.7 eV, DFT total energy -128099.5242 eV, gap between HOMO and LUMO 0.296 hartree. Number 2: LUMO level 0.3 eV, DFT total energy -94470.1055 eV, gap between HOMO and LUMO 0.323 hartree.